Entry 1:
{"formula": "C35H31F9N6O2PPdS3", "method": "ωB97M-V/def2-TZVPD", "multiplicity": 3, "fmax_ev_per_a": 2.69, "energy_ev": -119562.5975, "lumo_energy_ha": [-0.0950, -0.2118], "s_squared": 2.05, "charge": 1, "species": ["Pd", "S", "S", "S", "P", "F", "F", "F", "F", "F", "F", "F", "F", "F", "O", "O", "N", "N", "N", "N", "N", "N", "C", "C", "C", "C", "C", "C", "C", "C", "C", "C", "C", "C", "C", "C", "C", "C", "C", "C", "C", "C", "C", "C", "C", "C", "C", "C", "C", "C", "C", "C", "C", "C", "C", "C", "C", "H", "H", "H", "H", "H", "H", "H", "H", "H", "H", "H", "H", "H", "H", "H", "H", "H", "H", "H", "H", "H", "H", "H", "H", "H", "H", "H", "H", "H", "H", "H"], "positions_angstrom": [[0.09790, 1.02565, -0.44989], [1.06613, -0.00494, 1.63683], [1.77557, -4.48545, -1.83863], [1.05559, -1.74477, -0.85168], [-1.91736, -0.04757, -0.30876], [-4.80997, -1.59283, -6.17848], [-4.41035, 0.49178, -6.51840], [-2.11275, -5.22950, 3.95206], [-6.16597, -0.10379, -5.42625], [-5.15798, 5.20287, 2.24732], [-1.76570, -6.31086, 2.12341], [-3.76431, -5.71817, 2.66023], [-6.28851, 3.65589, 3.23065], [-6.80331, 4.26286, 1.23022], [2.59313, 4.03616, -1.54739], [1.72037, 2.00415, -1.47019], [5.12518, 4.39245, -2.60533], [2.54272, -3.33947, 0.48634], [2.32842, -2.31120, 1.31412], [5.11895, 3.84524, -0.37984], [0.32909, 3.31036, 0.74639], [4.69904, 2.21772, -1.99461], [-3.11946, 1.07074, 0.48089], [-5.10038, 1.64116, 1.70392], [5.46987, -5.99967, 1.85883], [-3.71969, 3.38755, 0.76306], [2.58421, 4.39467, 1.19947], [-4.03422, -0.81340, -1.97163], [-2.24886, -4.03296, 0.53591], [4.89413, 3.49441, -1.64132], [1.89996, -3.30107, -0.70724], [-2.11352, -1.63489, 0.54256], [3.67424, -4.46268, 2.28112], [3.49734, -4.29644, 0.90903], [-5.76954, 4.02622, 2.05347], [-2.86612, 2.42394, 0.26511], [-2.14976, -2.83972, -0.15507], [-4.24505, 0.67946, 1.19557], [-2.11338, -1.63537, 1.93564], [3.92542, 3.92491, 1.77401], [-2.30357, -4.01901, 1.92495], [1.78904, 3.23770, 0.58960], [4.30414, -4.98819, 0.01205], [-4.83165, 2.98742, 1.49339], [-2.75549, -0.26797, -1.91079], [-2.81024, 0.18928, -4.26966], [1.57257, -1.39440, 0.82196], [-2.13969, 0.22158, -3.05831], [4.77114, 3.08889, 0.80817], [2.04889, 3.10892, -0.95176], [-2.21921, -2.82457, 2.62953], [-4.70332, -0.85003, -3.17651], [-4.09653, -0.33256, -4.31561], [5.28363, -5.83930, 0.49488], [-4.86731, -0.37649, -5.61061], [4.65983, -5.31073, 2.74832], [-2.48152, -5.31779, 2.66852], [-4.45272, -0.36508, 1.37393], [-2.28111, -4.96990, 0.00165], [4.45313, 1.53745, -1.29180], [-1.97943, 2.71200, -0.30051], [4.80330, -5.42563, 3.81081], [6.25272, -6.64532, 2.22548], [-2.34995, 0.57333, -5.16775], [-4.49977, -1.20410, -1.07905], [5.69620, 2.78322, 1.30803], [4.49954, 4.79601, 2.09284], [0.08093, 3.26353, 1.73425], [-0.01035, 4.19854, 0.37913], [-3.53059, 4.43740, 0.59666], [4.18764, -4.84185, -1.05028], [5.32145, 4.81858, -0.19947], [2.09301, 2.29212, 1.06637], [-2.22980, -2.82497, 3.70805], [5.06846, 5.37364, -2.38543], [3.04515, -3.90825, 2.96087], [5.92185, -6.36310, -0.19968], [4.87601, 4.15050, -3.55027], [-1.12805, 0.62960, -2.99172], [3.74034, 3.31276, 2.65777], [-2.02312, -0.69812, 2.46677], [4.29719, 2.03978, -2.90213], [2.00864, 4.84780, 2.00895], [-5.69690, -1.26521, -3.23501], [-2.09449, -2.84232, -1.23431], [-5.97279, 1.34767, 2.26774], [2.74074, 5.15255, 0.42586], [4.22101, 2.19116, 0.52270]]}

Entry 2:
{"formula": "CH4N2Si", "method": "ωB97M-V/def2-TZVPD", "multiplicity": 1, "fmax_ev_per_a": 2.52, "energy_ev": -11954.8315, "lumo_energy_ha": [0.0053, -0.0084], "species": ["Si", "N", "N", "C", "H", "H", "H", "H"], "positions_angstrom": [[-1.54872, -0.00022, 0.35119], [0.61252, -0.39340, -1.38641], [0.01743, -0.20630, -0.16572], [1.39123, 0.19803, -0.36539], [-1.53642, -0.00371, 1.83605], [2.15137, -0.36534, 0.25896], [-2.84916, -0.50677, -0.12716], [1.76175, 1.27772, -0.40151]]}

Entry 3:
{"formula": "C5H5NO", "method": "ωB97M-V/def2-TZVPD", "multiplicity": 1, "fmax_ev_per_a": 0.58, "energy_ev": -8800.2145, "smiles": "C#CC(=O)[C@H]1CN1", "lumo_energy_ha": -0.0020, "species": ["O", "N", "C", "C", "C", "C", "C", "H", "H", "H", "H", "H"], "positions_angstrom": [[0.34574, 0.00504, 1.89756], [-1.63922, 0.93046, 0.08487], [0.59501, -0.00985, 0.70845], [-0.45565, 0.18273, -0.34351], [-1.81688, -0.44221, -0.33265], [1.96087, -0.08528, 0.19048], [3.05296, -0.10161, -0.32027], [-2.28452, -0.56495, -1.30887], [-0.05175, 0.45761, -1.31435], [-1.59909, 0.92573, 1.10658], [-2.12681, -1.17159, 0.41085], [4.01936, -0.12608, -0.77914]]}

Entry 4:
{"formula": "C23H31NO8RuS", "method": "ωB97M-V/def2-TZVPD", "multiplicity": 2, "fmax_ev_per_a": 3.78, "energy_ev": -55630.9801, "lumo_energy_ha": [-0.1693, -0.1682], "s_squared": 0.79, "charge": 1, "species": ["Ru", "S", "O", "O", "O", "O", "O", "O", "O", "O", "N", "C", "C", "C", "C", "C", "C", "C", "C", "C", "C", "C", "C", "C", "C", "C", "C", "C", "C", "C", "C", "C", "C", "C", "H", "H", "H", "H", "H", "H", "H", "H", "H", "H", "H", "H", "H", "H", "H", "H", "H", "H", "H", "H", "H", "H", "H", "H", "H", "H", "H", "H", "H", "H", "H"], "positions_angstrom": [[-0.86902, 0.02414, -0.20449], [1.03274, 1.05342, -1.99881], [0.74946, 1.77891, -0.75558], [-1.93042, 1.46182, 1.58131], [-0.96925, -2.01589, -4.05175], [-1.29740, -1.90204, 0.87493], [-2.63962, 1.52051, -0.97718], [0.13833, 1.30053, -3.09369], [-1.60608, -1.14245, -2.04785], [0.45423, 0.06689, 1.84022], [0.94485, -0.50674, -1.49798], [-3.60605, -3.48388, 3.12012], [0.80973, -1.48940, -2.44407], [-3.65609, -1.48958, 0.89677], [-2.52723, 2.66130, 1.08111], [1.80414, -0.36193, 1.67574], [-1.23894, -3.08317, 3.37035], [4.41556, 1.37213, -4.12251], [5.37117, 1.62804, -3.14013], [0.34023, 1.37737, 2.38731], [4.96041, 1.74738, -1.81098], [-0.86569, -1.55533, -2.95491], [-2.94224, 1.58762, -2.37820], [-2.39491, -4.46999, 4.94774], [-2.28561, 2.77634, -0.40910], [-1.22444, -3.86119, 4.51186], [-3.58168, -4.27725, 4.25316], [3.07903, 1.22715, -3.79399], [3.63120, 1.59982, -1.46564], [2.70124, 1.34182, -2.46502], [-1.11677, 1.55983, 2.74581], [-2.42937, -2.88972, 2.66229], [6.81833, 1.79769, -3.49652], [-2.38496, -2.07283, 1.44026], [2.30313, -0.38672, 2.64711], [-3.42888, -0.70851, 0.17341], [-0.33798, -2.60190, 3.01359], [4.72105, 1.28858, -5.15740], [-4.21268, -2.27481, 0.37987], [2.32980, 1.04042, -4.55322], [-2.91280, 3.57108, -0.82036], [-3.60092, 2.59215, 1.26912], [-4.53655, -3.35052, 2.58330], [-3.83008, 2.20607, -2.52798], [5.69394, 1.95929, -1.04339], [0.95342, 1.46506, 3.28958], [-2.38087, -5.09647, 5.82957], [-0.30178, -3.99882, 5.05948], [1.34863, -1.34793, -3.37692], [-3.14013, 0.57249, -2.70727], [-1.23774, 3.00050, -0.62199], [1.76956, -1.36068, 1.24817], [-4.28156, -1.09221, 1.69404], [-2.13371, 3.54298, 1.58974], [7.06617, 1.27538, -4.41858], [3.30096, 1.69626, -0.44031], [-1.42007, 0.74599, 3.40777], [7.04469, 2.85623, -3.64231], [-4.49155, -4.74938, 4.59811], [0.92386, -2.48711, -2.02420], [0.67051, 2.12281, 1.65635], [2.35084, 0.30050, 1.00161], [7.46029, 1.43220, -2.69654], [-1.26792, 2.51302, 3.25389], [-2.10657, 1.99274, -2.94478]]}

Entry 5:
{"formula": "C10H36HfN18O12", "method": "ωB97M-V/def2-TZVPD", "multiplicity": 1, "fmax_ev_per_a": 11.91, "energy_ev": -63642.5660, "lumo_energy_ha": -0.3262, "charge": 2, "species": ["Hf", "O", "O", "O", "O", "O", "O", "O", "O", "O", "O", "O", "O", "N", "N", "N", "N", "N", "N", "N", "N", "N", "N", "N", "N", "N", "N", "N", "N", "N", "N", "C", "C", "C", "C", "C", "C", "C", "C", "C", "C", "H", "H", "H", "H", "H", "H", "H", "H", "H", "H", "H", "H", "H", "H", "H", "H", "H", "H", "H", "H", "H", "H", "H", "H", "H", "H", "H", "H", "H", "H", "H", "H", "H", "H", "H", "H"], "positions_angstrom": [[1.50201, 0.47369, -0.18129], [1.11235, 1.68392, -2.13501], [-1.11916, 1.57138, 5.54232], [2.08538, 0.97736, 2.03663], [-0.33591, -0.70954, 1.05137], [-0.81575, 0.16452, -0.75525], [-1.36610, -4.78037, 4.23316], [-1.91472, -3.43070, -1.62301], [1.95537, 2.77305, 0.18465], [-0.54231, 1.15646, 0.86309], [1.89801, -5.42218, -0.90183], [-3.55717, 3.65710, -3.56772], [1.39390, -1.15501, -1.83181], [0.64384, -3.72115, -0.02340], [2.27773, 2.93473, -3.68796], [-2.41004, 3.74433, -1.53803], [-2.74923, -3.03501, 4.54139], [3.95419, 1.95545, 2.78758], [-1.37589, 2.12514, 3.32679], [-1.03476, -2.93019, 2.99645], [0.08144, 3.02465, -3.67040], [-3.04170, -3.09367, -3.59849], [2.90015, -2.02606, -3.31682], [2.49599, 4.93515, 0.67833], [3.02445, 0.36032, 4.05274], [-0.36350, -5.64434, -0.43645], [-0.41382, 0.20110, 3.85061], [-2.11546, -1.35594, -2.63483], [-2.58685, 1.83416, -2.60199], [0.87969, -2.96427, -3.07201], [0.34745, 4.11973, 0.91353], [1.74184, -2.04991, -2.66153], [-1.16554, 0.09931, 0.45820], [-2.36116, -2.71148, -2.50474], [1.14889, 2.49622, -3.10675], [1.61519, 3.90573, 0.56422], [0.80960, -4.98632, -0.51899], [-2.93920, 3.16512, -2.65572], [-1.68955, -3.63429, 3.96247], [2.91361, 1.12628, 2.96664], [-0.96341, 1.35925, 4.35602], [-3.04303, -3.53427, 5.36598], [0.11898, -0.43134, 4.42370], [3.43642, 4.67003, 0.42628], [-0.79879, 2.67979, -3.30491], [-3.42668, -2.50014, -4.30942], [-1.70240, -0.76154, -1.90876], [2.27579, -0.31219, 4.14389], [-1.52402, 3.10455, 3.52086], [-3.01618, -0.99447, -2.91404], [-2.85549, -2.04134, 4.42543], [2.94451, -2.67539, -4.08434], [-1.14379, -5.01642, -0.54208], [-1.95625, 1.54915, -1.87391], [-2.85004, 4.64100, -1.37304], [2.15295, 3.44150, -4.54543], [3.33433, 0.85307, 4.87784], [0.11405, 5.06154, 1.18577], [-3.23423, 1.17579, -3.00399], [-0.41822, -0.05499, 2.86894], [-0.94800, -1.93140, 3.00436], [0.93519, -3.25409, -4.03325], [3.65431, -1.41793, -3.05441], [4.54311, 2.23663, 3.55625], [-3.48082, -4.00020, -3.49861], [-0.24301, -3.47529, 2.68740], [1.50982, -3.22147, 0.08932], [-0.25945, 3.31454, 0.98341], [0.04888, -3.00637, -2.49113], [-2.00940, 3.19129, -0.80738], [-0.34653, -6.57556, -0.82272], [3.83122, 2.62097, 2.03987], [-0.99827, 1.94898, 2.40556], [3.16485, 2.80884, -3.23215], [-0.20445, -3.38057, 0.39590], [0.07026, 3.62582, -4.47511], [2.40452, 5.46779, 1.53177]]}

Entry 6:
{"formula": "H12NO4", "method": "ωB97M-V/def2-TZVPD", "multiplicity": 1, "fmax_ev_per_a": 1.31, "energy_ev": -9868.6225, "lumo_energy_ha": -0.1264, "charge": 1, "species": ["O", "O", "O", "O", "N", "H", "H", "H", "H", "H", "H", "H", "H", "H", "H", "H", "H"], "positions_angstrom": [[-2.12354, -1.63781, 0.90230], [-0.76569, 1.25119, 0.72351], [1.42878, -1.15137, 1.39028], [2.32358, 1.22331, -0.53565], [-0.73008, 0.59537, -1.74589], [1.18627, -1.83268, 0.75233], [0.05886, 1.73148, 0.83665], [-0.47754, 1.12734, -2.57454], [3.08885, 1.60112, -0.98756], [-1.19253, 0.97008, 1.53469], [-1.73000, 0.41808, -1.79550], [-0.57910, 0.97202, -0.69772], [0.87443, -1.40137, 2.13813], [-1.84898, -2.22366, 1.61067], [-2.17529, -2.11090, 0.07017], [2.78216, 0.68737, 0.12754], [-0.12018, -0.21956, -1.74941]]}

Entry 7:
{"formula": "C3H4N2O2", "method": "ωB97M-V/def2-TZVPD", "multiplicity": 1, "fmax_ev_per_a": 3.80, "energy_ev": -10247.3036, "smiles": "Cn1oncc1=O", "lumo_energy_ha": -0.0013, "species": ["O", "O", "N", "N", "C", "C", "C", "H", "H", "H", "H"], "positions_angstrom": [[-0.91980, -1.31655, -0.11609], [0.36273, 1.92777, -0.10877], [-2.12756, -0.53086, -0.03769], [0.12080, -0.40656, 0.00529], [-1.77544, 0.75418, -0.00310], [-0.34986, 0.91320, -0.07385], [1.53034, -0.70824, 0.00675], [-2.52971, 1.44536, 0.32195], [1.85004, 0.38839, -0.03146], [1.80542, -1.35275, -0.94057], [2.03306, -1.11393, 0.97754]]}

Entry 8:
{"formula": "C25H34N2O3", "method": "ωB97M-V/def2-TZVPD", "multiplicity": 1, "fmax_ev_per_a": 0.74, "energy_ev": -35600.0291, "smiles": "COCCNC(=O)c1cccc(OC2CCN(Cc3ccc(C(C)C)cc3)CC2)c1", "lumo_energy_ha": 0.0287, "species": ["O", "O", "O", "N", "N", "C", "C", "C", "C", "C", "C", "C", "C", "C", "C", "C", "C", "C", "C", "C", "C", "C", "C", "C", "C", "C", "C", "C", "C", "C", "H", "H", "H", "H", "H", "H", "H", "H", "H", "H", "H", "H", "H", "H", "H", "H", "H", "H", "H", "H", "H", "H", "H", "H", "H", "H", "H", "H", "H", "H", "H", "H", "H", "H"], "positions_angstrom": [[-0.03486, -1.27374, 0.05108], [5.03609, -0.71467, -0.51741], [7.43124, -4.72085, 0.80299], [-1.95177, 1.60895, -0.59541], [5.73213, -2.85904, -0.59135], [-3.07903, 1.94896, -1.44615], [-4.89563, 4.18301, 1.00383], [-2.29201, 0.55268, 0.34049], [1.03285, -1.96833, -0.40783], [-7.13579, 4.23129, 3.12998], [3.37922, -2.40012, -0.78149], [-4.18663, 2.58375, -0.65047], [3.07011, -3.59082, -1.42722], [1.74320, -3.96908, -1.55259], [2.36364, -1.58881, -0.28486], [-6.51388, 2.81286, -0.08459], [0.73504, -3.17713, -1.04467], [-7.40715, 5.96031, 1.31907], [0.42336, 1.07995, -0.43420], [7.11517, -2.55837, -0.31396], [-6.22498, 3.80947, 0.83673], [-3.89226, 3.58251, 0.27003], [-0.77858, 1.23536, -1.36097], [8.40779, -5.35183, 0.01091], [-5.50935, 2.20419, -0.81702], [-1.16275, 0.35927, 1.34638], [-7.32928, 4.46411, 1.63009], [4.77495, -1.90007, -0.61300], [0.14182, 0.01293, 0.62797], [7.58571, -3.32413, 0.92889], [0.96214, -0.02217, 1.35949], [-3.46499, 1.06720, -1.99050], [-0.57280, 2.02324, -2.09051], [7.18960, -1.48182, -0.14528], [1.30184, 0.81245, -1.02290], [-6.49442, 6.46600, 1.62391], [-7.97051, 4.65125, 3.68725], [-1.01647, 1.28134, 1.90886], [1.49329, -4.89149, -2.05571], [8.33944, -5.05986, -1.04274], [7.73222, -2.82365, -1.18023], [-7.53959, 2.50339, -0.23112], [-6.21969, 4.70100, 3.47904], [-0.93758, 0.28970, -1.91153], [0.61523, 2.02639, 0.07185], [-0.30028, -3.46682, -1.13396], [-7.07753, 3.16608, 3.34320], [-8.24345, 6.41245, 1.84810], [-2.47604, -0.40212, -0.18328], [8.22441, -6.42126, 0.09622], [-7.54594, 6.11797, 0.25166], [-1.42269, -0.44217, 2.03868], [-2.86199, 3.87309, 0.40820], [-4.63870, 4.95501, 1.71429], [3.84449, -4.20699, -1.85845], [-5.75980, 1.42699, -1.52585], [-2.72427, 2.67012, -2.19140], [5.47065, -3.82868, -0.50001], [9.41700, -5.12622, 0.37528], [-8.27955, 4.00509, 1.33422], [-3.20593, 0.83997, 0.86574], [8.63201, -3.06911, 1.14723], [2.65864, -0.66658, 0.19014], [6.96392, -3.04422, 1.78331]]}